[1]
{
  "formula": "C5H8O",
  "method": "ωB97M-V/def2-TZVPD",
  "elements": ["O", "C", "C", "C", "C", "C", "H", "H", "H", "H", "H", "H", "H", "H"],
  "coordinates": [[-2.3375, -0.0470, 1.0389], [-1.2045, 0.0414, 0.6331], [0.0312, -0.5725, 1.2876], [1.1361, -0.3596, 0.2556], [0.5875, 0.3372, -1.0070], [-0.7900, 0.8130, -0.6305], [0.1625, -0.1210, 2.2848], [-0.1558, -1.6390, 1.4707], [2.1862, -0.3177, 0.5577], [0.9613, -1.0430, -0.6550], [0.3850, -0.5721, -1.8966], [1.3024, 0.9733, -1.5075], [-0.7825, 1.8773, -0.3824], [-1.4818, 0.6295, -1.4494]],
  "forces_ev_per_angstrom": [[0.5, 0.0, -0.2], [-0.3, 0.1, 0.0], [0.0, 0.0, -0.3], [-0.1, -2.0, -1.4], [-0.9, -0.4, -2.6], [-0.2, 0.3, -0.3], [0.2, 0.1, -0.4], [-0.1, 0.2, 0.0], [-0.5, 0.4, -0.3], [1.8, -2.3, 3.6], [0.3, 2.7, 1.5], [-0.2, 0.7, 0.0], [-0.1, 0.0, 0.1], [-0.3, 0.3, 0.2]],
  "smiles": "O=C1CCCC1",
  "e_above_lowest_ev": 2.869,
  "homo_ha": -0.3339,
  "charge": 0
}

[2]
{
  "formula": "C5H8O",
  "method": "ωB97M-V/def2-TZVPD",
  "elements": ["C", "C", "C", "C", "H", "H", "H", "H", "H", "H", "C", "O", "H", "H"],
  "coordinates": [[0.5538, -1.0777, -1.0343], [-0.3880, -0.3124, -0.5188], [-1.2690, 0.8438, -0.6885], [-1.5252, -0.2087, 0.3976], [0.8110, -2.0350, -0.5878], [1.1313, -0.7578, -1.8973], [-1.8865, 0.8491, -1.5820], [-0.9662, 1.8335, -0.3463], [-1.3859, 0.1129, 1.4305], [-2.3208, -0.9357, 0.2603], [1.8037, 0.4201, 1.1355], [2.8597, 0.0833, 0.6675], [1.2407, -0.2053, 1.8581], [1.3209, 1.3887, 0.8871]],
  "forces_ev_per_angstrom": [[-0.1, 0.1, 0.0], [0.0, -0.2, -0.2], [0.0, 0.1, -0.2], [-0.1, -0.2, 0.1], [0.0, 0.1, 0.0], [-0.1, 0.0, 0.1], [-0.1, 0.1, 0.2], [0.0, -0.2, -0.1], [0.1, -0.1, -0.2], [0.0, 0.2, 0.0], [0.3, -0.1, -0.1], [-0.3, 0.3, 0.4], [0.2, 0.0, -0.1], [0.2, -0.1, 0.0]],
  "smiles": "C=C1CC1.C=O",
  "e_above_lowest_ev": 3.127,
  "homo_ha": -0.3601,
  "charge": 0
}

[3]
{
  "formula": "C5H8O",
  "method": "ωB97M-V/def2-TZVPD",
  "elements": ["O", "C", "C", "C", "C", "C", "H", "H", "H", "H", "H", "H", "H", "H"],
  "coordinates": [[-1.7587, -1.5955, -0.5435], [-0.5760, -1.7464, -0.3409], [0.3164, -0.6961, 0.2653], [-0.4343, 0.4230, 1.0201], [-0.0222, 1.4478, -0.0594], [0.8271, 0.3668, -0.7659], [-0.0806, -2.7015, -0.6213], [1.1258, -1.1870, 0.8158], [-1.5094, 0.2420, 1.0909], [-0.0326, 0.6210, 2.0171], [-0.8615, 1.7999, -0.6641], [0.5337, 2.3174, 0.3020], [0.5655, 0.1826, -1.8122], [1.9069, 0.5261, -0.7039]],
  "forces_ev_per_angstrom": [[0.5, -0.1, 0.1], [-0.3, 0.1, -0.1], [0.0, -0.1, 0.1], [-0.1, 0.0, 0.2], [0.0, 0.2, 0.0], [0.1, 0.0, -0.2], [-0.1, 0.1, 0.0], [-0.1, 0.0, -0.1], [0.2, 0.0, 0.0], [0.0, 0.0, -0.1], [0.1, 0.0, 0.1], [-0.1, -0.1, -0.1], [0.0, -0.1, 0.2], [-0.2, 0.0, 0.0]],
  "smiles": "O=CC1CCC1",
  "e_above_lowest_ev": 1.211,
  "homo_ha": -0.3586,
  "charge": 0
}

[4]
{
  "formula": "C5H8O",
  "method": "ωB97M-V/def2-TZVPD",
  "elements": ["C", "C", "C", "C", "C", "H", "H", "H", "H", "H", "H", "H", "H", "O"],
  "coordinates": [[1.4496, -0.6825, -0.0644], [-0.0958, 0.9833, -0.4652], [-0.9590, -0.2686, -0.8796], [-0.0713, -0.7199, 0.3806], [-0.4650, 0.5301, 0.9234], [1.4972, -1.2991, -1.0240], [2.0526, -0.7343, 0.7605], [0.0078, 2.1217, -0.7851], [-2.1145, -0.0808, -0.8052], [-0.7879, -0.7136, -1.7352], [-0.5283, -1.4808, 0.9422], [-1.5316, 0.5619, 1.3428], [0.0812, 0.9384, 1.6829], [1.4650, 0.8442, -0.2739]],
  "forces_ev_per_angstrom": [[-4.3, 2.5, -1.8], [1.2, 5.3, 0.1], [0.5, 2.5, 2.8], [-1.1, -3.8, -1.3], [-2.1, 3.2, 1.8], [0.9, 0.9, 1.5], [2.0, -1.4, 1.6], [-1.3, -2.4, 0.1], [2.5, -0.3, 0.6], [1.0, -2.3, -4.6], [0.3, -2.1, 0.5], [1.2, -0.1, -1.4], [1.9, 1.2, 2.0], [-2.7, -3.4, -2.0]],
  "e_above_lowest_ev": 4.890,
  "homo_ha": -0.3560,
  "charge": 0
}

[5]
{
  "formula": "C5H8O",
  "method": "ωB97M-V/def2-TZVPD",
  "elements": ["O", "C", "C", "C", "C", "C", "H", "H", "H", "H", "H", "H", "H", "H"],
  "coordinates": [[-0.9518, 1.9092, 0.0780], [-0.8092, 0.5874, 0.5457], [-1.0903, -0.6772, -0.3218], [0.3394, -1.1533, -0.0134], [1.2670, -0.1721, -0.6385], [0.6284, 0.1964, 0.6818], [-0.0411, 2.1564, -0.1036], [-1.3539, 0.5008, 1.4956], [-1.2810, -0.4726, -1.3812], [-1.8860, -1.3048, 0.0861], [0.6188, -2.1774, 0.2353], [1.0157, 0.3262, -1.5750], [2.3262, -0.4062, -0.5350], [1.2176, 0.6872, 1.4461]],
  "forces_ev_per_angstrom": [[-0.3, 0.0, -0.3], [0.1, 0.0, 0.2], [-0.1, 0.0, -0.1], [0.0, -0.1, 0.0], [0.1, 0.1, -0.1], [0.0, 0.1, 0.1], [-0.1, 0.5, -0.3], [0.2, 0.0, -0.2], [0.1, -0.1, 0.2], [0.1, 0.1, -0.1], [0.0, 0.4, 0.1], [-0.1, -0.1, 0.1], [-0.2, 0.1, 0.0], [0.3, -0.9, 0.4]],
  "smiles": "O[C@H]1C[C@H]2C[C@H]21",
  "e_above_lowest_ev": 2.189,
  "homo_ha": -0.3671,
  "charge": 0
}

[6]
{
  "formula": "C5H8O",
  "method": "ωB97M-V/def2-TZVPD",
  "elements": ["C", "C", "O", "H", "H", "C", "C", "C", "H", "H", "H", "H", "H", "H"],
  "coordinates": [[-0.0240, 0.8592, 2.1771], [-1.0010, 1.0758, 1.3261], [-1.8935, 1.2646, 0.5964], [0.9718, 0.6718, 1.8023], [-0.2351, 0.8684, 3.2378], [0.8310, 0.7250, -1.1968], [0.7494, -0.5348, -0.7718], [-0.4323, -1.4427, -1.0046], [1.6988, 1.3461, -0.9898], [0.0257, 1.1895, -1.7637], [1.5770, -0.9515, -0.1961], [-1.2603, -1.1871, -0.3332], [-0.8038, -1.3515, -2.0295], [-0.1767, -2.4913, -0.8283]],
  "forces_ev_per_angstrom": [[-0.1, 0.0, -0.1], [-0.6, 0.1, -0.4], [0.8, -0.2, 0.7], [-0.2, 0.0, 0.0], [0.0, 0.0, -0.1], [0.0, -0.2, 0.0], [0.0, 0.2, -0.1], [0.0, 0.0, 0.0], [-0.1, -0.1, 0.0], [0.1, -0.1, 0.1], [-0.1, 0.1, -0.1], [0.1, -0.1, -0.1], [0.0, 0.0, 0.1], [0.0, 0.2, 0.0]],
  "smiles": "C=C=O.C=CC",
  "e_above_lowest_ev": 1.901,
  "homo_ha": -0.3396,
  "charge": 0
}

[7]
{
  "formula": "C5H8O",
  "method": "ωB97M-V/def2-TZVPD",
  "elements": ["C", "C", "C", "C", "C", "O", "H", "H", "H", "H", "H", "H", "H", "H"],
  "coordinates": [[-1.3385, 0.6805, 0.3360], [-0.1988, -0.2155, -0.0608], [0.5385, -1.0454, 0.9177], [1.2392, 0.1035, 0.2421], [0.2168, -0.1641, -2.3123], [-0.3625, -0.8403, -1.3421], [-1.0539, 1.2489, 1.2263], [-2.2389, 0.0999, 0.5672], [-1.5842, 1.3937, -0.4610], [0.2544, -0.9316, 1.9531], [0.8257, -2.0426, 0.5993], [1.4179, 1.0256, 0.7801], [2.0563, -0.1586, -0.4395], [0.1939, 0.9161, -1.9358]],
  "forces_ev_per_angstrom": [[0.0, 0.0, 0.0], [0.0, 0.2, 0.1], [-0.1, -0.2, 0.3], [0.3, 0.3, 0.2], [-1.4, 0.3, -0.1], [0.9, 0.0, -0.6], [-0.1, -0.1, -0.1], [0.2, 0.0, -0.1], [0.1, -0.1, 0.1], [0.0, -0.1, 0.1], [-0.1, 0.1, 0.1], [0.0, -0.1, 0.2], [-0.6, 0.1, 0.0], [0.6, -0.5, -0.3]],
  "e_above_lowest_ev": 4.470,
  "homo_ha": -0.3144,
  "charge": 0
}

[8]
{
  "formula": "C5H8O",
  "method": "ωB97M-V/def2-TZVPD",
  "elements": ["C", "C", "C", "C", "C", "H", "H", "H", "H", "H", "H", "H", "H", "O"],
  "coordinates": [[1.1596, 0.7811, -0.4222], [0.2539, -0.7509, 0.7455], [-0.8499, 0.5241, 0.7632], [-0.3624, 0.3842, -0.7206], [-0.4693, -1.1735, -0.5646], [1.5288, 1.8115, -0.0745], [2.1012, 0.5827, -1.2534], [0.1782, -1.3248, 1.8576], [-1.9284, 0.2845, 0.8417], [-0.5939, 1.4573, 1.4056], [-0.9076, 0.7676, -1.5715], [-1.5822, -1.4208, -0.2196], [-0.0571, -1.7680, -1.4458], [1.5291, -0.1551, 0.6587]],
  "forces_ev_per_angstrom": [[4.5, -0.2, -2.3], [-2.3, -1.4, 6.7], [1.3, 0.1, -0.1], [0.2, 1.0, 0.3], [-0.1, 0.9, 0.1], [-1.7, -1.1, -0.4], [-3.1, 0.2, 1.5], [0.5, 0.8, -3.4], [0.8, -0.2, 0.3], [-0.2, -1.6, -1.3], [0.3, 0.8, -0.2], [2.6, 0.2, -1.2], [-0.4, 0.4, 1.6], [-2.4, 0.2, -1.6]],
  "e_above_lowest_ev": 4.178,
  "homo_ha": -0.3399,
  "charge": 0
}

Question: Which formula does entry 7 have?
Answer: C5H8O